Computed, not measured: a 7-piece molecular cluster, C51H119N11O7P2 overall in a non-equilibrium geometry, with the ωB97M-V functional and the def2-TZVPD basis.

Geometry as XYZ:
```
190
Properties=species:S:1:pos:R:3:forces:R:3:mulliken_charge:R:1
C 9.5988 1.3476 8.7007 -0.35 0.68 1.12 -0.971
O 10.0279 0.9422 9.7707 0.27 -0.49 -0.19 -0.510
N 10.3175 1.9429 7.7440 -0.03 0.01 -0.85 2.027
C 9.6384 2.7377 6.7303 0.36 0.94 0.02 -0.004
C 11.7540 2.0214 7.7797 0.75 0.48 0.69 -0.241
H 8.5127 1.3722 8.5206 0.20 -0.02 -0.25 0.474
H 9.8653 2.5845 5.6708 0.24 -0.94 0.12 0.216
H 9.9835 3.7674 6.8522 -0.42 0.14 0.24 0.288
H 8.5620 2.6776 6.8579 0.15 0.17 0.07 -0.800
H 12.1897 1.3134 7.0757 0.25 0.21 -0.12 0.421
H 12.1125 3.0458 7.6383 -0.33 0.03 -0.87 -0.261
H 12.2059 1.8747 8.7628 -0.67 -0.77 0.18 -0.580
O 5.6145 0.7482 13.8985 0.67 -0.13 0.21 -0.948
P 6.5590 -0.3800 13.7208 0.68 0.00 -0.10 0.395
N 8.0096 0.0807 12.9912 -1.02 0.35 -0.36 0.371
C 9.0420 -0.8829 12.6410 0.68 0.50 1.47 -1.037
C 8.4082 1.5020 12.8594 -0.29 -1.48 -0.33 -0.865
N 6.0266 -1.6386 12.7635 0.65 0.49 0.41 0.537
C 4.9034 -2.4868 13.1217 0.09 -0.32 -0.90 -1.080
C 6.1345 -1.4246 11.3247 0.80 -0.95 0.39 -0.990
N 6.9913 -1.1163 15.1635 -0.12 0.13 -0.17 0.250
C 7.5134 -2.4674 15.3387 -1.21 -0.34 0.45 -1.059
C 7.1769 -0.2212 16.3061 -0.36 -0.57 0.39 -1.175
H 9.8466 -0.6647 13.3607 0.35 -0.36 -0.17 0.397
H 9.5013 -0.7773 11.6562 -0.53 0.13 -0.26 0.161
H 8.7389 -1.9055 12.8529 -0.20 0.04 -0.34 0.323
H 8.3996 1.7485 11.7971 -0.03 0.42 0.02 0.058
H 9.4433 1.5743 13.2014 -0.02 0.29 0.22 0.236
H 7.7165 2.1013 13.4432 0.11 0.22 -0.10 0.457
H 5.0648 -3.4582 12.6386 0.09 -0.12 0.25 0.309
H 4.7835 -2.6486 14.1884 0.01 0.30 0.04 0.374
H 3.9890 -2.1225 12.6400 -0.19 0.22 0.47 0.326
H 7.0562 -0.8910 11.0960 -0.38 0.50 0.03 -0.153
H 6.3616 -2.4174 10.9202 -0.74 0.03 -0.48 0.563
H 5.2422 -0.9446 10.9192 0.08 -0.10 -0.27 0.358
H 8.2365 -2.4676 16.1514 0.30 -0.07 -0.24 0.416
H 6.6721 -3.0904 15.6769 0.21 -0.20 0.15 0.314
H 7.8854 -2.9925 14.4611 0.24 0.52 -0.16 0.339
H 8.0486 0.4296 16.2085 -0.17 0.31 -0.16 0.293
H 7.3441 -0.8012 17.2171 0.09 -0.25 -0.17 0.505
H 6.2466 0.3013 16.5212 0.21 0.51 -0.31 0.324
O 9.3114 6.4318 9.0894 -0.12 0.34 0.15 0.088
P 9.8210 6.7360 10.4478 1.48 0.51 0.81 -0.748
N 8.6657 6.8334 11.6368 0.51 0.26 -0.25 0.463
C 7.2754 7.1176 11.3036 -0.19 -0.44 0.76 -0.857
C 8.9673 6.7620 13.0632 -0.01 -0.84 -0.32 -1.234
N 10.6920 8.1999 10.4598 -0.14 -0.70 0.06 0.448
C 11.1170 8.9546 11.6300 -0.40 -0.60 0.14 -1.134
C 11.0012 8.8017 9.1635 -0.88 -0.83 0.36 -0.649
N 10.9537 5.6087 11.0256 0.38 0.51 0.28 0.588
C 12.3312 5.7661 10.5770 0.08 0.81 -0.71 -0.976
C 10.5589 4.2374 11.3163 -0.88 0.36 -0.11 -0.769
H 6.8561 7.8654 11.9826 0.27 0.35 -0.18 0.369
H 6.6908 6.2203 11.5373 -0.15 -0.04 -0.47 0.320
H 7.1482 7.4304 10.2724 0.03 -0.14 -0.05 0.053
H 8.1499 6.1918 13.5109 0.11 0.01 0.31 0.402
H 9.0867 7.7002 13.6104 -0.23 0.29 -0.37 0.182
H 9.8947 6.2016 13.1817 -0.06 0.00 0.16 0.426
H 11.1922 8.3171 12.5132 -0.01 -0.11 -0.09 0.358
H 12.1126 9.3633 11.4558 -0.01 0.13 -0.01 0.403
H 10.4171 9.7556 11.8848 0.08 0.18 -0.08 0.298
H 11.3284 7.9755 8.5283 0.24 0.47 -0.36 -0.202
H 10.0586 9.1883 8.7714 0.40 0.38 -0.37 0.276
H 11.7530 9.5809 9.2600 0.06 -0.06 -0.02 0.383
H 12.6297 6.8103 10.6894 0.02 -0.07 0.12 0.231
H 13.0618 5.1676 11.1200 -0.35 -0.27 0.21 0.347
H 12.4440 5.5681 9.5010 0.04 -0.31 0.01 0.335
H 11.3463 3.6579 11.7943 0.10 0.32 0.10 -0.520
H 10.2523 3.6758 10.4262 -0.08 0.04 0.02 0.584
H 9.7147 4.3391 12.0045 -0.07 -0.62 -0.09 0.361
C 6.6860 6.4474 7.2185 0.37 -0.94 -0.72 -1.419
C 6.8858 6.4007 5.6676 -0.60 0.34 1.07 1.771
C 5.8820 7.3957 5.0751 0.40 0.79 -1.10 -1.293
C 6.4572 8.8120 4.9934 -0.97 -0.02 0.00 -0.766
C 7.8243 8.9271 4.3689 0.19 -0.82 0.40 -1.039
C 8.8718 8.0187 5.0698 -0.40 0.66 0.01 2.034
N 8.2702 6.6947 5.2769 -0.03 0.24 -1.73 -0.245
O 9.2149 5.8053 5.8270 -0.33 0.60 0.77 0.055
C 10.0471 7.8732 4.0637 -0.68 -0.17 0.59 -2.000
C 9.2831 8.6922 6.3704 -0.11 0.14 0.23 -1.206
C 6.5021 5.0202 5.1316 0.15 -0.15 0.79 -1.541
H 5.7230 5.9878 7.4464 -0.03 0.11 0.14 0.586
H 6.7303 7.4474 7.6447 0.03 0.09 -0.13 0.288
H 7.4706 5.8348 7.6634 -0.12 0.11 0.32 0.096
H 5.5399 7.0634 4.0878 0.50 0.05 -0.22 0.506
H 4.9264 7.4716 5.5984 0.28 -0.41 0.61 0.367
H 6.4538 9.2426 5.9992 0.19 0.01 0.03 0.292
H 5.7508 9.4267 4.4270 0.03 0.06 0.01 0.410
H 8.1027 9.9768 4.4730 0.44 -0.08 -0.34 0.375
H 7.8281 8.6142 3.3226 -0.31 0.29 -0.10 0.401
H 9.5603 7.2883 3.2831 0.58 0.11 -0.44 0.591
H 10.3886 8.8520 3.7268 -0.22 0.05 -0.19 0.363
H 10.9308 7.3501 4.4259 -0.20 -0.20 0.26 0.005
H 9.9732 8.0714 6.9360 0.18 0.19 -0.08 -0.434
H 9.6945 9.6840 6.1715 0.46 -0.17 -0.04 0.494
H 8.4375 8.8981 7.0324 -0.14 -0.28 -0.09 0.461
H 6.5726 4.9408 4.0488 0.08 0.22 -0.03 0.471
H 5.4706 4.8458 5.4446 -0.02 -0.23 -0.13 0.457
H 7.1383 4.2554 5.5826 -0.07 -0.06 -0.05 -0.231
H 9.3735 6.1919 6.7139 0.15 -0.63 0.02 0.212
C 17.1399 3.9143 6.4136 -1.15 -0.02 0.09 -1.876
C 15.9563 4.2638 5.4793 1.97 0.17 -1.00 1.837
C 14.8718 3.2375 5.6169 -1.79 -0.61 -1.20 -0.520
C 13.5976 3.6692 4.8571 0.38 0.74 0.27 -1.235
C 13.1179 5.0152 5.4340 0.48 -0.82 0.55 0.333
C 14.1835 6.1368 5.3680 -0.77 -0.20 -1.27 1.702
N 15.4741 5.6023 5.7792 -0.57 -0.61 1.30 0.732
O 16.5213 6.5496 5.7821 -0.17 0.03 -0.33 -0.532
C 14.1431 6.6664 3.9064 0.82 0.35 0.51 -1.615
C 13.7793 7.2755 6.2970 -0.52 0.00 -0.04 -1.719
C 16.5822 4.2024 4.0413 -0.87 -0.11 -0.25 -1.886
H 17.1809 2.8245 6.4086 0.49 0.01 0.09 0.465
H 18.0599 4.3683 6.0596 0.12 -0.10 0.14 0.366
H 16.8995 4.2389 7.4284 0.15 -0.03 0.03 0.258
H 15.1673 2.3210 5.0992 0.48 -0.09 0.40 0.558
H 14.5491 2.9670 6.6255 0.48 0.29 0.26 -0.497
H 13.8186 3.7657 3.7914 0.04 0.10 -0.01 0.565
H 12.8268 2.8985 4.9058 -0.08 0.05 0.27 0.311
H 12.9135 4.8584 6.5005 -0.23 -0.07 0.00 -0.765
H 12.1868 5.3028 4.9467 0.04 0.39 0.07 0.148
H 14.9280 7.4227 3.8164 -0.01 -0.03 -0.23 0.421
H 13.1935 7.1471 3.6756 -0.10 -0.09 0.07 0.349
H 14.3416 5.8751 3.1878 -0.10 0.03 -0.05 0.262
H 13.8585 7.0166 7.3550 0.51 -0.04 -0.03 0.368
H 12.7110 7.4856 6.1819 0.04 0.10 -0.35 -0.023
H 14.3378 8.1721 6.0316 0.04 0.07 0.36 0.616
H 16.9014 3.2157 3.6947 0.15 -0.16 0.58 0.410
H 15.8225 4.4727 3.3054 0.21 0.33 -0.03 0.350
H 17.4361 4.8729 3.9853 -0.13 0.17 -0.11 0.381
H 16.7999 6.5612 6.7053 -0.03 0.17 -0.05 0.328
C 6.0510 -1.6771 5.8596 1.39 -0.59 -1.09 -2.029
C 7.0992 -0.7575 6.5272 -1.99 0.29 0.66 1.999
C 7.0982 -1.1056 8.0189 0.73 -0.93 1.72 -0.999
C 7.9364 -2.3444 8.3496 0.25 0.39 -1.47 -0.994
C 9.3257 -2.1126 7.8031 0.54 0.96 0.27 -0.550
C 9.4080 -1.8348 6.2878 0.09 -1.67 0.35 1.441
N 8.4294 -0.8200 5.9426 0.41 0.69 1.32 1.439
O 8.4403 -0.5114 4.5801 -0.37 -0.37 -0.67 -0.605
C 10.8130 -1.2664 5.9720 -0.74 -0.66 0.23 -1.984
C 9.2196 -3.2233 5.6110 0.72 0.96 -1.26 -1.989
C 6.5498 0.6791 6.4413 0.78 0.15 -0.40 -1.896
H 6.2015 -1.5717 4.7803 -0.48 0.17 -0.02 0.444
H 5.0151 -1.5105 6.1361 0.05 0.22 0.13 0.430
H 6.3259 -2.7206 6.0321 -0.28 -0.04 0.25 0.366
H 7.4413 -0.2985 8.6754 0.00 0.13 -0.36 -0.080
H 6.1340 -1.4170 8.4319 -0.53 0.72 -0.72 0.382
H 7.4398 -3.1466 7.7946 0.24 -0.45 0.44 0.250
H 8.0168 -2.5819 9.4073 -0.35 0.05 0.04 0.442
H 9.9799 -2.9332 8.1057 0.20 0.02 -0.40 0.683
H 9.7161 -1.1995 8.2744 0.02 -0.25 0.29 -0.388
H 10.8626 -0.3028 6.4792 0.32 0.01 -0.16 0.159
H 11.5523 -1.9684 6.3605 0.13 0.19 0.13 0.451
H 10.9935 -1.1836 4.9013 -0.10 0.19 -0.05 0.418
H 8.3244 -3.7606 5.9067 0.01 0.00 0.07 0.282
H 9.2276 -3.0600 4.5275 -0.47 -0.10 -0.01 0.438
H 10.1190 -3.8267 5.7494 -0.15 -0.13 0.47 0.433
H 7.2407 1.3881 6.9054 -0.15 -0.27 0.04 0.016
H 5.5983 0.7719 6.9607 -0.14 -0.11 -0.20 0.404
H 6.4834 0.9800 5.3942 -0.37 0.02 0.03 0.544
H 9.0023 0.2641 4.4713 -0.06 0.06 0.28 0.342
C 13.4061 2.1098 13.3690 -0.28 1.28 -0.30 -1.552
C 14.3672 1.2992 12.4702 -0.55 0.60 0.84 1.719
C 13.4852 0.7916 11.3167 0.11 -0.81 0.35 -0.312
C 14.2508 0.3031 10.0951 -0.71 0.01 0.50 -1.191
C 15.1980 1.3976 9.6717 0.49 -0.49 -1.17 -0.375
C 16.1496 1.9860 10.7130 -0.25 -0.05 0.02 1.569
N 15.3940 2.2083 11.9735 -0.69 0.70 -1.36 0.565
O 16.1462 2.8172 12.9769 0.25 -0.39 0.35 -0.497
C 17.3431 1.0492 10.9135 0.01 -0.31 0.51 -1.729
C 16.6142 3.3892 10.2364 0.56 -0.67 1.87 -1.859
C 14.9708 0.1627 13.3002 -0.29 -0.54 -0.67 -1.785
H 13.8405 2.7325 14.1547 0.49 -0.74 0.27 0.418
H 12.5670 1.5359 13.7635 0.21 -0.29 0.06 0.326
H 12.9589 2.9145 12.7725 -0.02 -0.33 -0.31 -0.023
H 12.8785 -0.0085 11.7527 -0.02 -0.06 -0.12 0.632
H 12.7493 1.5344 11.0028 0.24 0.31 0.06 -0.733
H 13.5061 0.1367 9.3122 0.14 -0.02 -0.14 0.321
H 14.7100 -0.6792 10.2365 0.30 0.19 0.25 0.707
H 14.6198 2.1787 9.1682 -0.01 0.22 0.31 -0.503
H 15.8289 0.9704 8.8812 0.10 0.28 -0.05 0.560
H 18.0938 1.2342 10.1470 0.02 -0.32 -0.06 0.501
H 17.8287 1.1474 11.8898 0.05 0.52 -0.10 0.213
H 17.0175 0.0062 10.9438 0.05 -0.02 -0.52 0.354
H 15.7207 3.9848 10.0729 0.23 0.34 -0.09 0.311
H 17.1613 3.6798 11.1413 -0.36 0.90 -0.12 0.556
H 17.3920 3.4927 9.4836 -0.45 -0.61 -0.58 0.357
H 14.1941 -0.5052 13.6776 -0.09 0.18 0.15 0.425
H 15.5286 0.5503 14.1511 0.15 -0.12 -0.03 0.426
H 15.5783 -0.4649 12.6428 0.33 0.06 0.27 0.350
H 16.6792 2.1232 13.4077 -0.05 0.16 -0.12 0.357
```
Forces are in eV/Å.

Computed properties:
LUMO energy, eV: 0.5
Energy above the lowest of the compared OMol25 structures with the same formula, charge and spin, kJ/mol: 0.0
Strongest force on any atom, eV/Å: 2.240
HOMO level, eV: -7.938
2S+1: 1
Electronic energy, Eh: -3826.18605
HOMO-LUMO gap, eV: 8.452
Total charge: 0